[1]
Computed, not measured: one molecule with the formula C4H5ClN2O at a distorted geometry, with ωB97M-V with the def2-TZVPD basis set.

Last column: Mulliken charge in e.
Positions of all 13 atoms, in Å:
H1 -2.233 -1.428 -1.614  0.266
N1 -2.103 -0.655 -1.058  -0.561
C1 -1.557 -0.971 0.048  -0.106
C2 -1.196 0.036 1.018  -0.096
N2 -0.410 1.032 0.967  -0.496
C3 0.623 1.230 0.101  -0.110
C4 1.621 0.353 -0.144  0.359
O1 2.587 0.797 -1.037  -0.471
Cl1 1.662 -1.174 0.649  -0.172
H2 -1.421 -2.037 0.339  0.380
H3 -1.766 0.132 1.908  0.412
H4 0.759 2.309 -0.269  0.270
H5 3.435 0.375 -0.907  0.325

Cartesian forces, eV/Å:
H -0.7238 -2.4032 -1.5370
N 1.1922 2.4294 2.0344
C -0.3310 -1.5132 -1.3829
C 0.2920 2.1713 0.5814
N -0.0021 -0.2106 0.5258
C 1.0582 0.9796 -1.1972
C -0.6536 2.0253 -0.6304
O -0.5815 -0.8849 0.5902
Cl 0.5961 -0.1671 -0.4658
H 0.1533 0.5210 -0.0463
H -1.0445 -0.7474 0.8294
H -0.2352 -1.9244 0.4248
H 0.2799 -0.2759 0.2737

Results
- multiplicity = 1
- LUMO level (Ha) = 0.0177
- SMILES string = [H]/N=C/C=N\C=C(\O)Cl
- electronic energy (eV) = -21776.5207
- frontier orbital gap (eV) = 8.671

***

[2]
Computed, not measured: a 8-piece molecular cluster, C21H57FNO8 overall, with ωB97M-V with the def2-TZVPD basis set.

Last column: Mulliken charge in e.
Positions of all 88 atoms, in Å:
C1 3.859 -1.536 0.920  -1.272
C2 3.349 -0.227 0.329  0.151
C3 2.222 -0.413 -0.678  -0.135
F1 2.504 -1.484 -1.505  -0.321
C4 0.898 -0.668 0.036  0.611
C5 0.216 0.647 0.332  -1.066
N1 -1.129 0.399 0.955  0.448
C6 -1.434 -1.044 1.219  -0.775
C7 -0.995 -1.977 0.076  -0.305
O1 -0.029 -1.385 -0.765  -0.537
H1 4.369 -1.339 1.861  0.461
H2 3.051 -2.231 1.147  0.310
H3 4.570 -2.028 0.262  0.316
H4 4.158 0.319 -0.152  0.483
H5 2.972 0.411 1.129  -0.364
H6 2.147 0.472 -1.313  0.423
H7 1.103 -1.254 0.938  0.074
H8 0.776 1.324 0.965  0.208
H9 0.064 1.131 -0.631  0.544
H10 -1.856 0.876 0.417  0.421
H11 -1.120 0.870 1.859  -0.144
H12 -2.492 -1.139 1.447  0.478
H13 -0.894 -1.303 2.126  0.346
H14 -1.831 -2.316 -0.529  0.496
H15 -0.554 -2.865 0.541  0.238
C8 2.432 1.264 5.122  -1.233
C9 1.986 1.679 3.736  -0.160
O2 0.957 0.811 3.229  -0.347
H16 2.801 0.238 5.113  0.290
H17 3.226 1.917 5.483  0.396
H18 1.599 1.316 5.825  0.323
H19 2.812 1.614 3.029  0.323
H20 1.625 2.711 3.741  0.252
H21 0.216 0.863 3.849  0.126
C10 -2.935 3.539 5.214  -1.294
C11 -2.039 2.585 4.452  0.091
O3 -1.600 1.489 5.259  -0.530
H22 -2.413 3.927 6.088  0.360
H23 -3.238 4.378 4.587  0.346
H24 -3.836 3.029 5.560  0.355
H25 -1.134 3.094 4.119  0.269
H26 -2.560 2.202 3.563  0.121
H27 -2.381 1.020 5.567  0.305
C12 4.324 -4.438 -3.292  -0.870
C13 3.817 -5.397 -2.233  0.020
O4 4.381 -5.108 -0.953  -0.540
H28 5.411 -4.475 -3.370  0.324
H29 3.893 -4.671 -4.267  0.342
H30 4.046 -3.413 -3.028  0.046
H31 4.086 -6.423 -2.473  0.360
H32 2.724 -5.334 -2.174  0.008
H33 4.132 -4.206 -0.732  0.281
C14 -0.349 -6.139 -1.263  -0.677
C15 -0.362 -6.279 -2.773  -0.166
O5 0.295 -7.468 -3.193  -0.527
H34 0.675 -6.145 -0.886  0.260
H35 -0.832 -5.209 -0.953  -0.019
H36 -0.879 -6.971 -0.795  0.418
H37 0.175 -5.452 -3.239  0.063
H38 -1.387 -6.274 -3.159  0.380
H39 -0.170 -8.214 -2.803  0.305
C16 -5.055 2.505 -0.118  -1.262
C17 -3.887 3.303 0.422  0.042
O6 -2.629 2.634 0.195  -0.647
H40 -5.099 1.519 0.347  0.333
H41 -5.995 3.020 0.073  0.401
H42 -4.962 2.366 -1.197  0.337
H43 -3.970 3.430 1.501  0.279
H44 -3.843 4.287 -0.044  0.128
H45 -2.525 2.560 -0.761  0.313
C18 -2.578 8.391 -0.544  -1.027
C19 -3.655 7.814 -1.441  -0.284
O7 -3.971 6.460 -1.103  -0.511
H46 -1.671 7.788 -0.600  0.257
H47 -2.335 9.413 -0.835  0.358
H48 -2.908 8.406 0.498  0.332
H49 -3.319 7.789 -2.476  0.281
H50 -4.560 8.426 -1.396  0.288
H51 -4.296 6.464 -0.198  0.259
C20 1.054 -2.501 -5.161  -0.732
C21 1.815 -1.201 -5.334  -0.267
O8 1.774 -0.411 -4.147  -0.478
H52 0.012 -2.302 -4.906  0.248
H53 1.083 -3.107 -6.067  0.415
H54 1.494 -3.079 -4.343  0.034
H55 1.378 -0.593 -6.124  0.299
H56 2.856 -1.404 -5.605  0.265
H57 2.160 -0.942 -3.443  0.248

Cartesian forces, eV/Å:
C 0.0535 0.0545 0.2380
C -0.0601 -0.0349 -0.1231
C 0.0518 0.2677 0.1787
F 0.0992 -0.2860 -0.1093
C -0.0538 -0.2270 -0.0778
C 0.3330 0.3002 -0.4341
N 0.2367 -0.1568 0.2974
C 0.0320 -0.2135 0.1896
C 0.1520 -0.2881 0.1144
O -0.0423 0.1340 -0.0775
H 0.0946 -0.0125 -0.0005
H -0.0393 -0.0717 -0.0544
H -0.0378 -0.0502 -0.0992
H 0.0886 0.0016 0.0064
H -0.0580 0.1084 0.0328
H -0.1104 -0.0338 -0.1863
H 0.0560 0.1007 0.1299
H 0.0239 -0.1125 0.2180
H -0.2015 0.0062 -0.0029
H -0.2119 0.1300 0.0487
H -0.0345 0.1049 0.0124
H -0.0871 0.0754 -0.1216
H 0.0702 0.1032 0.0356
H -0.0226 0.2216 -0.1873
H -0.1055 -0.0810 0.0596
C -0.0602 -0.0919 -0.0142
C -0.0279 -0.0029 0.1584
O -0.3537 0.0825 -0.0881
H 0.0320 0.0118 -0.0100
H 0.0008 0.0172 -0.0050
H 0.0065 0.0426 0.0050
H -0.0121 -0.0070 -0.0486
H 0.0255 0.0125 -0.0349
H 0.0669 -0.0797 0.3168
C 0.0288 -0.0572 0.0638
C -0.1074 -0.0060 0.0697
O 0.1706 0.0097 -0.3880
H 0.0139 0.0263 -0.0120
H 0.0051 -0.0074 -0.0149
H -0.0260 0.0137 -0.0344
H 0.0280 -0.0148 -0.0059
H 0.0052 0.0593 -0.0397
H 0.0239 -0.0493 0.1354
C -0.0080 0.0347 -0.0001
C -0.0103 0.3158 0.0555
O -0.0558 -0.1418 -0.0644
H 0.0022 -0.0638 0.0045
H 0.0001 0.0185 -0.0084
H -0.0257 0.0105 -0.0590
H 0.0099 -0.0302 0.0835
H -0.0122 -0.1403 -0.0543
H 0.0171 0.0502 0.0299
C 0.0032 0.0414 0.0351
C -0.0040 -0.2216 0.0276
O 0.0677 0.1706 -0.0151
H 0.0152 0.0186 -0.0250
H -0.0219 -0.0169 -0.0020
H -0.0436 0.0308 0.0179
H 0.0206 -0.0211 -0.0527
H -0.0205 0.1273 0.0401
H 0.0180 -0.0889 -0.0257
C 0.1285 -0.1081 -0.0006
C -0.2128 0.0083 -0.0635
O 0.0758 -0.3643 -0.1340
H -0.0370 0.0157 0.0278
H -0.0021 0.0211 -0.0042
H -0.0360 0.0512 -0.0087
H 0.0913 -0.0119 0.0205
H 0.0411 0.0047 0.0145
H -0.0015 0.2790 -0.0717
C 0.0053 -0.1111 0.0215
C 0.0159 0.0268 0.0304
O 0.0538 -0.0220 0.0547
H 0.0109 0.0174 -0.0248
H -0.0132 0.0109 -0.0010
H -0.0139 0.0466 -0.0036
H -0.0183 -0.0199 -0.0244
H 0.0045 0.0124 -0.0450
H -0.0638 0.0605 0.0285
C -0.0297 0.0195 0.0884
C 0.0466 -0.0397 0.0941
O -0.0237 0.0651 -0.0541
H -0.0101 0.0133 -0.0317
H 0.0272 -0.0028 0.0012
H 0.0048 -0.0697 -0.0473
H -0.0106 0.0342 0.0098
H -0.0141 0.0023 -0.0668
H -0.0181 -0.0332 0.0615

Results
- multiplicity = 1
- LUMO level (Ha) = -0.0918
- electronic energy (eV) = -43281.3562
- frontier orbital gap (eV) = 9.310
- charge = +1

***

[3]
Computed, not measured: C33H28ClCoIN3OP as an isolated structure, with ωB97M-V with the def2-TZVPD basis set.

Last column: Mulliken charge in e.
Positions of all 69 atoms, in Å:
Co1 -0.568 -0.088 1.137  -0.297
C1 2.587 0.802 -3.298  -1.618
C2 2.939 1.396 -1.960  1.138
C3 4.003 2.293 -1.939  -0.807
C4 4.436 2.895 -0.771  -0.870
C5 3.812 2.598 0.427  -0.567
C6 2.748 1.713 0.440  -0.308
C7 2.292 1.120 -0.739  0.820
P1 0.923 -0.069 -0.570  2.311
C8 -0.113 0.282 -2.037  0.528
C9 -0.497 1.626 -2.066  -1.175
C10 -1.358 2.114 -3.033  -1.110
C11 -1.832 1.250 -4.008  -0.765
C12 -1.452 -0.082 -3.985  -0.824
C13 -0.610 -0.601 -3.002  1.757
C14 -0.302 -2.070 -3.058  -1.517
C15 1.612 -1.729 -0.496  0.163
C16 2.528 -2.317 -1.365  -0.417
C17 2.841 -3.655 -1.217  -0.762
C18 2.252 -4.397 -0.198  -0.815
C19 1.405 -3.797 0.716  -0.943
C20 1.103 -2.440 0.598  0.492
C21 0.389 -1.684 1.668  -1.615
H1 3.477 0.774 -3.925  0.534
H2 1.836 1.402 -3.815  0.296
H3 2.197 -0.210 -3.236  0.038
H4 4.510 2.514 -2.870  0.476
H5 5.267 3.586 -0.800  0.407
H6 4.139 3.057 1.350  0.203
H7 2.249 1.492 1.369  -0.260
H8 -0.103 2.309 -1.321  0.507
H9 -1.640 3.157 -3.034  0.483
H10 -2.490 1.611 -4.786  0.442
H11 -1.828 -0.753 -4.748  0.442
H12 -1.014 -2.569 -3.715  0.508
H13 -0.343 -2.552 -2.082  0.204
H14 0.695 -2.249 -3.462  0.322
H15 2.979 -1.741 -2.159  0.533
H16 3.537 -4.127 -1.897  0.467
H17 2.487 -5.449 -0.097  0.415
H18 1.008 -4.369 1.545  0.504
H19 1.113 -1.237 2.350  0.580
H20 -0.294 -2.315 2.242  0.705
Cl1 -2.528 3.598 6.497  -0.245
C22 -1.625 2.804 5.253  0.481
C23 -0.276 3.000 5.153  -0.465
C24 0.488 2.383 4.142  -0.562
I1 2.538 2.689 4.128  0.096
C25 -0.107 1.575 3.195  -0.073
O1 0.523 0.995 2.195  0.044
C26 -1.513 1.352 3.334  0.663
N1 -2.045 0.503 2.414  -0.500
C27 -3.328 0.207 2.476  0.083
C28 -4.179 0.763 3.436  -1.096
C29 -3.665 1.633 4.363  -0.631
C30 -2.293 1.947 4.341  0.076
H21 0.218 3.645 5.865  0.447
H22 -3.706 -0.505 1.751  0.299
H23 -5.224 0.493 3.434  0.444
H24 -4.299 2.079 5.117  0.469
N2 -3.556 -1.626 -1.218  0.103
C31 -3.199 -2.792 -0.594  -1.127
C32 -2.150 -2.476 0.207  -0.524
N3 -1.860 -1.134 0.072  1.652
C33 -2.734 -0.655 -0.793  -0.987
H25 -4.295 -1.506 -1.890  0.239
H26 -3.712 -3.718 -0.769  0.467
H27 -1.598 -3.116 0.865  0.467
H28 -2.798 0.366 -1.128  0.576

Cartesian forces, eV/Å:
Co 0.1714 0.1163 -0.3936
C -0.0449 0.0149 -0.0778
C 0.0184 -0.0195 0.0262
C -0.0122 -0.0262 -0.0157
C 0.0181 0.0299 0.0519
C 0.0034 0.0189 -0.0329
C 0.0699 0.0512 -0.0555
C 0.0380 -0.0862 0.0203
P 0.0441 -0.0414 -0.0491
C 0.0324 -0.0333 0.0421
C 0.0175 0.0437 0.0435
C 0.0011 0.0017 -0.0197
C 0.0118 0.0038 0.0126
C -0.0516 0.0106 0.0281
C -0.0586 0.0634 0.0109
C 0.0080 -0.1009 0.0276
C -0.1183 -0.0996 0.1054
C -0.1149 0.0021 0.0131
C 0.0112 -0.0349 0.0279
C 0.0669 -0.0530 -0.0417
C -0.0240 0.1588 -0.0055
C 0.1639 0.0863 -0.2019
C -0.1856 0.1755 0.1897
H -0.0244 -0.0005 -0.0063
H -0.0147 0.0032 0.0101
H -0.0519 -0.0423 0.0095
H 0.0088 0.0011 -0.0238
H 0.0233 0.0200 0.0000
H 0.0048 -0.0090 0.0063
H 0.0557 -0.0112 -0.0108
H 0.0173 0.0158 0.0310
H -0.0028 0.0350 0.0010
H -0.0335 0.0156 -0.0404
H -0.0053 -0.0231 -0.0339
H 0.0248 -0.0178 -0.0025
H 0.0014 0.0252 0.0315
H 0.0640 -0.0228 -0.0018
H 0.0291 -0.0047 -0.0342
H 0.0237 -0.0100 -0.0177
H 0.0073 -0.0173 -0.0034
H -0.0202 -0.0169 0.0442
H 0.0354 -0.1285 0.0506
H -0.0277 0.0935 0.0492
Cl -0.0079 0.0035 0.0324
C 0.0455 -0.0192 -0.0553
C -0.1788 -0.0031 0.0413
C -0.0896 -0.0566 -0.0225
I 0.0189 -0.0061 0.0025
C -0.1743 0.0674 0.2016
O -0.4855 0.0213 0.0669
C 0.2503 0.0657 -0.0496
N 0.3568 -0.4396 -0.1025
C -0.0147 -0.0359 -0.0369
C 0.0340 0.0414 0.0332
C -0.0020 -0.0158 -0.0360
C 0.1039 0.1112 0.0961
H -0.0013 0.0173 0.0360
H 0.0343 0.0374 0.0003
H -0.0382 0.0033 0.0246
H -0.0035 -0.0031 0.0176
N -0.0200 0.1388 -0.0182
C 0.0407 -0.1043 0.0857
C -0.1025 -0.0268 -0.0475
N -0.0995 -0.0244 -0.0005
C 0.0636 0.1478 0.0255
H 0.0130 -0.0021 -0.0045
H -0.0150 -0.0805 -0.0043
H 0.0538 -0.0872 0.0049
H 0.0373 0.0618 -0.0556

Results
- multiplicity = 1
- LUMO level (alpha / beta) (Ha) = -0.1248 / -0.1249
- electronic energy (eV) = -108728.4033
- frontier orbital gap (alpha / beta) (eV) = 6.829 / 6.827
- charge = +1

***

Listing M for the structures above in their given order: 132.6; 470.7; 734.9 g/mol.